DFT (ωB97M-V/def2-TZVPD) results for one molecule with the formula CHO2PS in a non-equilibrium geometry.

## Properties
HOMO energy in eV: -9.65
Charge: 0
ΔE to the lowest compared entry with this formula, charge and spin in kJ/mol: 38.6

Atoms and positions in Å:
C1 -0.545 0.088 -0.127
O1 -1.240 -0.989 -0.315
O2 -3.551 -0.439 0.925
P1 -3.045 -0.220 -0.437
S1 -1.417 1.448 -0.128
H1 0.420 -0.164 0.190

=====

DFT (ωB97M-V/def2-TZVPD) results for a 2-piece molecular cluster, CH9N2O overall in a non-equilibrium geometry.

## Properties
HOMO energy in eV: -14.48
Charge: +1
ΔE to the lowest compared entry with this formula, charge and spin in kJ/mol: 94.6

Atoms and positions in Å:
O1 2.056 1.793 0.205
H1 2.829 2.119 0.689
H2 0.078 -0.857 1.115
H3 2.164 2.168 -0.699
N1 -0.199 0.040 0.793
C1 -0.730 -0.487 -0.527
N2 -1.503 -1.546 -0.310
H4 -1.029 0.549 1.229
H5 0.567 0.785 0.803
H6 -1.137 0.371 -1.168
H7 0.256 -0.725 -1.147
H8 -1.073 -2.462 -0.063
H9 -2.279 -1.748 -0.919

=====

DFT (ωB97M-V/def2-TZVPD) results for C37H29Cl3GeN9ORuS2 as an isolated structure in a non-equilibrium geometry.

## Properties
Multiplicity: 2
HOMO energy (alpha / beta) in eV: -6.31 / -6.20
Charge: 0
ΔE to the lowest compared entry with this formula, charge and spin in kJ/mol: 104.6

Atoms and positions in Å:
Ru1 0.451 0.624 2.725
N1 -1.230 3.573 5.148
C1 -0.321 2.589 5.089
N2 -0.218 2.178 3.832
C2 -1.113 2.974 3.175
N3 -1.751 3.831 3.938
C3 -1.222 2.836 1.740
C4 -1.913 3.785 1.013
N4 -1.996 3.733 -0.307
C5 -1.415 2.675 -0.853
C6 -0.747 1.668 -0.149
N5 -0.585 1.767 1.191
H1 -1.519 4.108 5.948
H2 0.248 2.253 5.936
H3 -2.388 4.610 1.529
H4 -1.476 2.614 -1.928
H5 -0.714 -0.416 -0.472
Cl1 4.709 -5.611 0.879
C7 3.732 -4.177 1.019
C8 4.079 -3.184 1.910
C9 3.291 -2.048 2.015
Cl2 3.858 -0.853 3.141
C10 2.113 -1.811 1.267
O1 1.361 -0.764 1.302
C11 1.845 -2.879 0.365
Cl3 0.432 -2.762 -0.643
C12 2.604 -4.024 0.234
H6 4.963 -3.276 2.524
H7 2.310 -4.783 -0.476
N6 -1.852 -1.715 1.321
C13 -1.862 -1.757 2.684
N7 -0.983 -1.119 3.396
C14 -1.121 -1.402 4.733
C15 -2.185 -2.170 5.062
S1 -3.020 -2.640 3.623
C16 -0.031 -0.924 5.580
C17 0.218 -1.244 6.870
S2 1.649 -0.447 7.408
C18 1.828 0.244 5.834
N8 0.903 -0.093 4.985
N9 2.772 1.199 5.559
H8 -0.924 -1.480 0.973
H9 -2.289 -2.486 0.843
H10 -2.500 -2.514 6.032
H11 -0.329 -1.914 7.511
H12 3.673 1.082 5.998
H13 2.829 1.392 4.564
C19 -0.202 0.465 -0.856
Ge1 -0.336 0.385 -2.823
C20 0.098 -1.403 -3.477
C21 1.167 -1.642 -4.335
C22 1.418 -2.920 -4.821
C23 0.596 -3.976 -4.459
C24 -0.484 -3.750 -3.617
C25 -0.730 -2.473 -3.136
C26 -2.195 0.659 -3.376
C27 -3.205 0.231 -2.511
C28 -4.544 0.370 -2.844
C29 -4.900 0.949 -4.055
C30 -3.911 1.376 -4.927
C31 -2.571 1.228 -4.591
C32 0.935 1.687 -3.524
C33 0.586 2.853 -4.201
C34 1.556 3.767 -4.595
C35 2.892 3.531 -4.311
C36 3.256 2.381 -3.623
C37 2.284 1.473 -3.230
H14 0.839 0.312 -0.563
H15 1.819 -0.829 -4.631
H16 2.258 -3.088 -5.483
H17 0.793 -4.972 -4.835
H18 -1.134 -4.569 -3.336
H19 -1.585 -2.313 -2.486
H20 -2.950 -0.198 -1.546
H21 -5.310 0.034 -2.156
H22 -5.944 1.067 -4.316
H23 -4.180 1.822 -5.876
H24 -1.818 1.542 -5.305
H25 -0.453 3.073 -4.418
H26 1.263 4.668 -5.119
H27 3.647 4.243 -4.617
H28 4.296 2.193 -3.387
H29 2.586 0.584 -2.683

=====

DFT (ωB97M-V/def2-TZVPD) results for C13H31Cl2N2PSTc as an isolated structure in a non-equilibrium geometry.

## Properties
Multiplicity: 4
HOMO energy (alpha / beta) in eV: -6.40 / -6.48
Charge: 0
ΔE to the lowest compared entry with this formula, charge and spin in kJ/mol: 0.0

Atoms and positions in Å:
Tc1 0.298 -0.012 0.470
Cl1 2.363 1.775 0.321
Cl2 0.166 -2.247 1.077
H1 -1.231 0.394 0.119
H2 0.917 1.667 0.817
P1 -0.139 0.150 -1.721
C1 1.497 -0.525 -2.391
C2 -1.381 -0.724 -2.800
C3 -0.166 1.958 -2.288
C4 1.946 -1.780 -1.635
H3 2.208 0.290 -2.172
C5 1.541 -0.802 -3.902
H4 1.040 -1.747 -4.166
H5 2.608 -0.911 -4.162
H6 1.114 0.006 -4.511
H7 1.930 -1.653 -0.541
H8 2.987 -1.991 -1.911
H9 1.334 -2.659 -1.890
H10 0.778 2.369 -1.888
C6 -1.323 2.721 -1.612
C7 -0.146 2.181 -3.808
H11 0.879 2.226 -4.199
H12 -0.622 3.148 -4.035
H13 -0.693 1.411 -4.366
H14 -1.211 2.735 -0.516
H15 -2.297 2.263 -1.852
H16 -1.339 3.763 -1.975
C8 -1.449 -2.243 -2.553
H17 -0.969 -0.567 -3.813
C9 -2.789 -0.104 -2.777
H18 -0.502 -2.756 -2.782
H19 -2.229 -2.646 -3.224
H20 -1.739 -2.467 -1.518
H21 -3.191 -0.068 -1.755
H22 -3.449 -0.759 -3.373
H23 -2.820 0.903 -3.224
S1 -0.342 1.075 2.470
C10 0.273 0.303 3.936
N1 0.718 1.086 4.945
C11 0.786 0.711 6.348
C12 0.883 -0.794 6.439
C13 -0.085 -1.488 5.518
N2 0.180 -1.018 4.157
H24 0.730 2.076 4.764
H25 -0.106 1.096 6.863
H26 1.654 1.219 6.784
H27 0.728 -1.117 7.461
H28 1.917 -1.084 6.203
H29 -1.132 -1.219 5.736
H30 0.050 -2.570 5.549
H31 -0.174 -1.574 3.388

=====

DFT (ωB97M-V/def2-TZVPD) results for one molecule with the formula C6H9NS in a non-equilibrium geometry.

## Properties
HOMO energy in eV: -8.23
Charge: 0
ΔE to the lowest compared entry with this formula, charge and spin in kJ/mol: 115.6

Atoms and positions in Å:
C1 3.080 0.997 0.290
C2 1.820 1.389 1.014
C3 0.577 0.920 0.829
N1 0.152 -0.045 -0.080
C4 0.775 -0.862 -1.118
C5 -0.656 -1.429 -1.387
C6 -1.121 -0.537 -0.270
S1 -2.548 -0.186 0.449
H1 3.833 0.614 1.015
H2 3.556 1.868 -0.229
H3 2.905 0.190 -0.494
H4 1.924 2.123 1.801
H5 -0.228 1.273 1.412
H6 1.519 -1.555 -0.742
H7 1.188 -0.342 -1.979
H8 -1.097 -1.233 -2.371
H9 -0.749 -2.523 -1.191

=====

DFT (ωB97M-V/def2-TZVPD) results for C13H8Br2N2O3PdSe4 as an isolated structure.

## Properties
Multiplicity: 3
HOMO energy (alpha / beta) in eV: -1.52 / -1.72
Charge: -2
ΔE to the lowest compared entry with this formula, charge and spin in kJ/mol: 0.2

Atoms and positions in Å:
Pd1 -2.126 -0.216 -0.192
Br1 0.279 3.374 3.613
C1 0.801 1.674 2.947
C2 2.013 1.153 3.367
C3 2.451 -0.076 2.940
Br2 4.128 -0.729 3.573
C4 1.662 -0.840 2.046
C5 2.036 -2.114 1.562
C6 1.218 -2.790 0.704
C7 0.009 -2.199 0.313
N1 -0.359 -1.013 0.748
C8 0.423 -0.309 1.605
C9 -0.095 1.013 2.054
O1 -1.186 1.450 1.683
H1 2.622 1.731 4.050
H2 2.977 -2.541 1.883
H3 1.484 -3.764 0.317
H4 -0.661 -2.681 -0.385
Se1 -3.864 0.857 -1.409
Se2 -5.583 -0.404 -2.092
Se3 -5.566 -1.843 1.214
Se4 -3.326 -1.811 1.132
O2 -0.685 2.836 -1.115
C10 -0.442 1.889 -1.829
C11 0.352 2.018 -3.133
C12 0.447 0.594 -3.649
C13 -0.320 -0.223 -2.608
O3 -0.426 -1.438 -2.677
N2 -0.816 0.582 -1.627
H5 1.312 2.486 -2.911
H6 -0.198 2.692 -3.791
H7 1.464 0.205 -3.715
H8 -0.028 0.436 -4.619

=====

Number 1: calculated total energy -25271.953 eV. Number 2: calculated total energy -6203.638 eV. Number 3: calculated total energy -172634.159 eV. Number 4: calculated total energy -64331.105 eV. Number 5: calculated total energy -18692.012 eV. Number 6: calculated total energy -427687.974 eV.